Entry from the Open Molecules 2025 dataset: a structure of composition C19H35MoO (ωB97M-V with the def2-TZVPD basis set).

The geometry in XYZ format:
```
56
Properties=species:S:1:pos:R:3:forces:R:3
Mo 0.45779 0.88404 0.66787 0.498 -0.333 0.044
C 1.17163 1.42128 2.75700 0.010 -0.097 0.044
C 2.21917 0.79226 1.98069 -0.037 -0.067 0.048
C 2.57561 1.74541 0.93797 -0.102 0.013 -0.030
C 1.63016 2.81574 1.04866 0.046 0.074 -0.025
C 0.81747 2.67642 2.21501 -0.089 0.037 -0.087
C -0.23267 3.61935 2.71428 0.059 -0.002 -0.027
C -0.73113 4.53139 1.59302 -0.041 0.011 -0.026
C 0.48227 4.46492 3.79895 -0.028 0.015 0.012
C -1.38929 2.83370 3.33700 -0.067 -0.053 -0.006
C 3.51879 1.66582 -0.25062 -0.053 0.063 0.083
C 3.57926 3.02015 -0.97647 -0.006 -0.012 0.025
C 2.90808 0.62989 -1.21824 -0.109 -0.137 -0.062
C 4.93952 1.32269 0.21204 0.052 0.027 -0.034
C 2.47824 -0.70018 2.26972 0.023 0.040 0.059
C 3.24377 -0.79861 3.59629 0.007 -0.011 -0.008
C 3.18224 -1.52602 1.19270 -0.007 -0.049 -0.048
C 1.06311 -1.31870 2.43203 -0.150 0.066 -0.165
H 0.70404 0.98665 3.62957 0.018 -0.025 -0.039
H 1.57790 3.65401 0.36640 0.002 -0.037 0.001
H 0.05593 5.16622 1.18604 0.023 0.012 0.002
H -1.50035 5.19432 1.98571 -0.002 0.012 0.003
H -1.18992 3.97120 0.76889 0.003 -0.011 0.010
H 1.30849 5.04018 3.38240 0.030 0.009 -0.005
H 0.85033 3.84793 4.61831 0.016 -0.018 0.016
H -0.24216 5.16917 4.20832 -0.015 0.006 -0.001
H -1.84575 2.13403 2.62014 0.008 0.018 -0.010
H -2.17442 3.52399 3.64224 0.001 -0.002 0.018
H -1.09138 2.27424 4.22411 0.005 0.003 0.013
H 2.63826 3.29470 -1.45809 -0.028 -0.011 -0.012
H 4.32403 2.94706 -1.76798 0.013 0.002 0.002
H 3.89186 3.82458 -0.31025 0.009 0.019 0.013
H 1.78119 0.49530 -1.10726 0.048 0.073 0.015
H 3.32149 -0.36934 -1.12436 0.018 0.059 -0.029
H 2.98665 0.96716 -2.25191 0.029 -0.028 -0.019
H 5.34788 2.15232 0.78935 0.022 0.007 0.008
H 5.57921 1.19092 -0.66102 -0.007 -0.021 -0.004
H 5.00492 0.42498 0.81788 0.003 0.060 0.005
H 4.25296 -0.40339 3.48559 0.032 0.008 0.011
H 3.32622 -1.84624 3.88909 -0.010 -0.011 -0.007
H 2.74546 -0.26240 4.40339 -0.009 0.027 0.029
H 4.17976 -1.17967 0.94580 -0.049 -0.025 0.031
H 2.59414 -1.61361 0.27469 0.003 -0.007 0.069
H 3.28980 -2.53782 1.58258 0.024 -0.014 0.006
H 0.55270 -1.08634 3.36335 0.047 -0.017 0.025
H 1.09686 -2.40186 2.30492 0.023 -0.003 0.037
H 0.31999 -1.05767 1.59865 0.091 0.031 0.040
C -3.18239 0.57598 -0.25600 0.017 0.032 -0.044
C -1.82470 0.97602 -0.75269 -0.003 0.107 -0.073
O -0.79934 -0.08517 -0.59982 -0.078 0.225 0.091
H -3.80271 1.47329 -0.20910 -0.044 -0.035 -0.012
H -3.14625 0.12230 0.73543 0.008 0.040 -0.010
H -3.65561 -0.11226 -0.95841 0.017 -0.007 0.015
H -1.38761 1.81196 -0.11440 -0.183 0.011 -0.101
H -1.77127 1.32769 -1.78467 -0.074 -0.008 0.098
H -0.99364 -0.94182 -1.01804 -0.014 -0.065 0.010
```
Positions in Å, forces in eV/Å.

The calculation puts the HOMO energy (spin up / spin down) at -21.11 / -20.86 eV. As for the charge: +3. For the LUMO energy (spin up / spin down), the calculation gives -13.3 / -13.0 eV. Its spin multiplicity is 3.



Entry from the Open Molecules 2025 dataset: a structure of composition C19H35N5ReSSb2Se4 (ωB97M-V with the def2-TZVPD basis set).

The geometry in XYZ format:
```
67
Properties=species:S:1:pos:R:3:forces:R:3
Re -1.05522 1.79949 -0.84470 -0.151 -0.117 -0.178
S -2.89022 1.28584 0.32924 0.400 0.181 0.246
C -3.54706 0.65176 -1.17988 0.133 0.010 -0.132
C -4.79178 0.18207 -1.51035 0.010 -0.057 0.098
C -4.99283 -0.18300 -2.84196 -0.041 -0.009 -0.001
C -3.95210 -0.07882 -3.74805 0.055 0.000 -0.004
C -2.71888 0.38891 -3.32100 0.083 -0.043 -0.034
N -2.52185 0.75493 -2.05110 -0.550 -0.046 -0.084
H -5.57679 0.10679 -0.77028 -0.006 0.032 0.003
H -5.96175 -0.54139 -3.16409 -0.009 -0.005 0.009
H -4.08583 -0.35923 -4.78331 0.021 0.004 -0.014
H -1.88009 0.47999 -3.99701 -0.012 0.040 -0.033
Se -2.75320 6.26933 -0.71378 0.056 -0.163 -0.332
Sb -2.50782 5.46456 -3.04141 -0.050 0.241 0.354
Se -1.58695 3.20620 -2.96006 0.099 -0.333 0.030
Se -1.48859 4.83045 0.67923 -0.174 0.012 0.052
Se 0.19057 4.06282 -0.62310 0.336 0.225 0.011
C 1.87068 0.46266 5.19959 0.026 -0.036 -0.024
C 2.96008 1.05148 4.31204 -0.013 0.162 -0.080
C 3.52044 0.03394 3.32525 0.010 -0.019 0.053
C 2.49864 2.32579 3.59387 0.149 -0.120 0.097
N 1.35472 2.08734 2.69329 -0.019 0.034 -0.301
C 1.32680 1.81690 1.39742 -0.123 -0.106 0.199
N 0.05144 1.72093 1.03981 -0.095 -0.007 -0.074
N -0.68072 1.95823 2.15404 0.010 -0.011 0.078
N 0.09315 2.17015 3.13714 -0.155 0.048 0.132
H 2.28171 -0.34239 5.80632 -0.009 -0.011 0.010
H 1.05414 0.04049 4.60752 -0.013 0.002 0.001
H 1.44873 1.20896 5.87142 -0.005 0.006 0.031
H 3.78299 1.39210 4.94661 -0.022 0.015 0.012
H 2.73623 -0.36167 2.67112 -0.051 -0.018 -0.027
H 3.93678 -0.81812 3.86017 0.013 -0.015 -0.011
H 4.31490 0.45754 2.70768 0.021 0.003 -0.010
H 3.29547 2.73470 2.97297 -0.017 0.033 0.000
H 2.16106 3.09283 4.28820 0.011 -0.034 0.035
H 2.19514 1.73271 0.76901 0.010 0.036 -0.027
C -0.48123 -1.27748 2.15154 -0.055 0.034 0.007
C -0.59849 -2.01270 0.83093 0.124 -0.015 -0.100
C -1.95215 -2.68156 0.66699 -0.047 0.039 -0.059
Sb -0.01923 -0.79662 -0.88348 0.109 -0.160 -0.082
C 2.13243 -0.65099 -0.65142 -0.110 0.030 0.133
C 2.79165 -2.00381 -0.90531 0.006 -0.014 -0.002
C 2.74616 0.46735 -1.48998 -0.068 -0.005 -0.090
C -0.21111 -2.13321 -2.59099 0.105 0.022 0.040
C -1.59107 -2.66755 -2.95041 -0.047 0.056 -0.008
C 0.52846 -1.59752 -3.81067 -0.022 0.049 0.002
H -0.63481 -1.99612 2.95905 0.021 -0.002 0.016
H -1.25177 -0.51165 2.25534 0.010 -0.019 0.006
H 0.49943 -0.82666 2.30229 0.063 0.037 0.015
H 0.19562 -2.76527 0.75472 -0.032 0.016 0.019
H -2.76305 -1.95179 0.59352 -0.006 0.006 -0.006
H -2.14731 -3.28412 1.55582 -0.012 -0.009 0.013
H -1.99282 -3.34966 -0.18983 -0.005 -0.010 0.042
H 2.24654 -0.43696 0.41560 -0.062 0.038 -0.048
H 2.69526 -2.33594 -1.93767 -0.010 0.016 -0.039
H 2.41154 -2.78803 -0.24945 0.001 -0.003 0.003
H 3.86011 -1.90390 -0.70224 0.011 -0.038 0.011
H 2.81912 0.18016 -2.53926 -0.001 0.013 0.008
H 3.76105 0.67689 -1.14726 0.027 0.007 -0.012
H 2.17755 1.40529 -1.46105 0.025 0.008 0.058
H 0.37022 -2.95321 -2.15096 0.003 0.030 0.011
H -2.10747 -2.00441 -3.64045 0.028 -0.022 0.014
H -2.24064 -2.84936 -2.09754 -0.004 0.000 -0.033
H -1.45745 -3.61676 -3.47208 -0.011 -0.021 0.005
H 0.04602 -0.70970 -4.22325 -0.014 0.009 -0.015
H 0.51625 -2.35965 -4.59194 0.017 -0.012 -0.010
H 1.56925 -1.35031 -3.61241 0.028 -0.012 0.017
```
Positions in Å, forces in eV/Å.

The calculation puts the HOMO energy (spin up / spin down) at -16.76 / -16.77 eV. As for the charge: +3. For the LUMO energy (spin up / spin down), the calculation gives -11.2 / -11.1 eV.